This record from the OMol25 dataset describes C18H23ClINO2OsPS as an isolated structure at a distorted geometry. The level of theory is wB97M-V/def2-TZVPD.

## Properties
net charge	+3
DFT total energy	-67807.9487	eV
2S+1	5

Structure (XYZ):
```
49
Properties=species:S:1:pos:R:3:forces:R:3
C -3.84865 2.88934 -5.99148 -0.6 0.0 -0.6
C -3.61542 1.78590 -4.98905 -2.2 -1.5 -1.1
H -4.68764 2.61222 -6.64499 0.2 -0.1 0.3
H -2.96115 3.04647 -6.61267 0.1 -0.1 0.3
H -4.09813 3.82752 -5.48495 0.2 -0.2 0.2
O -4.24816 0.75892 -4.88351 2.1 2.4 0.4
I -1.98070 2.09986 -3.61007 0.1 -0.4 0.4
Os -0.05379 0.16157 -0.20882 -1.7 3.6 0.1
P 1.43396 -0.83174 -1.55343 3.7 -2.4 -2.2
C 1.73115 -2.64386 -1.44573 -0.6 0.3 0.3
C 0.97918 -0.58883 -3.30026 -0.4 0.4 0.1
H 3.11318 0.89617 -1.35296 0.2 -0.2 0.0
H 3.79861 -0.59576 -2.08030 -0.2 0.0 0.1
H 3.49242 -0.51674 -0.31999 0.0 0.0 -0.2
C 3.13506 -0.19665 -1.30562 -0.5 0.4 0.1
H 0.82383 0.48107 -3.47854 0.2 -0.3 -0.1
H 1.77207 -0.97995 -3.94734 -0.1 0.0 0.2
H 2.47157 -2.94743 -2.19525 -0.1 0.2 0.1
H 0.79556 -3.18588 -1.62300 0.2 0.0 0.0
H 0.04106 -1.12179 -3.49362 0.2 0.0 -0.1
H 2.10794 -2.89481 -0.44726 -0.1 0.0 -0.2
C -0.45126 -1.51089 0.43726 -1.3 -7.6 3.1
O -0.63197 -2.59445 0.87601 0.7 4.9 -2.0
Cl 0.69043 2.13610 -1.26162 -0.4 0.1 -0.1
N -0.89710 1.09819 1.35388 0.6 0.2 0.9
S 0.02572 1.34366 2.74760 -0.6 -0.3 1.4
C -0.95646 2.36717 3.84875 -0.1 0.9 0.4
C -2.34915 2.41618 3.82294 -0.1 -0.1 0.2
C -3.02836 3.10933 4.83889 0.1 -0.1 -0.4
C -2.31384 3.76630 5.84179 0.4 0.0 0.0
C -0.90885 3.75394 5.84003 -0.2 -0.3 -0.4
C -0.22950 3.07017 4.83043 0.0 -0.4 -0.3
C -0.03653 -0.23589 3.62989 0.4 -0.5 -0.1
C 1.17245 -0.77124 4.10416 0.0 0.4 -0.4
C 1.15175 -1.96042 4.83190 -0.1 0.1 -0.1
C -0.06846 -2.60633 5.06704 0.2 0.1 -0.1
C -1.26734 -2.07050 4.58490 0.2 0.3 -0.2
C -1.24967 -0.87192 3.86574 -0.4 -0.2 0.1
H -1.71886 1.69830 1.31879 -0.1 0.2 -0.1
H -2.90996 1.89640 3.04811 -0.1 0.1 0.2
H -4.12393 3.12929 4.83425 0.5 0.0 0.0
H -2.83956 4.31589 6.62408 0.1 -0.2 -0.2
H -0.33336 4.26773 6.61080 -0.2 -0.1 -0.2
H 0.85798 3.03761 4.80007 -0.1 0.1 0.2
H 2.10326 -0.23925 3.90264 -0.1 -0.2 0.1
H 2.09506 -2.36862 5.20856 -0.5 0.1 -0.1
H -0.07969 -3.53907 5.62976 0.0 0.2 -0.1
H -2.21717 -2.57346 4.76966 0.3 0.1 0.0
H -2.17639 -0.43252 3.50532 0.1 -0.1 0.1
```
Positions in Å, forces in eV/Å.

Results of the Löwdin charge analysis, in e, for atoms 1 through 8:
1. C -0.027
2. C -0.699
3. H 0.122
4. H 0.119
5. H 0.120
6. O 0.240
7. I 1.135
8. Os 1.033


This record from the OMol25 dataset describes C11H44B4N18O14 as an isolated structure. The level of theory is wB97M-V/def2-TZVPD.

## Properties
DFT total energy	-70331.5546	eV

Structure (XYZ):
```
91
Properties=species:S:1:pos:R:3:forces:R:3
C 4.40935 -1.61411 2.28689 -0.6 0.2 0.0
C 3.36972 -0.70224 1.66990 0.3 -0.6 0.1
O 2.72615 0.06533 2.67832 -0.1 0.2 -0.1
B 1.48532 0.56290 2.35856 -0.1 0.3 0.3
O 1.29354 1.91075 2.38656 0.4 -0.4 -0.4
B 0.11045 -0.38857 2.01744 0.3 0.3 -0.2
O -0.25587 -0.70240 0.69977 0.3 -0.3 -0.1
B -0.63433 -2.01126 0.49145 0.1 -0.1 0.1
O -1.03156 -2.72719 1.62224 -0.7 0.1 -0.6
B -1.57530 -1.83246 2.50807 0.1 -0.2 0.8
O -0.75391 -0.84721 3.00630 -0.2 0.1 -0.4
H 5.05805 -1.03727 2.93867 0.3 0.0 0.0
H 3.88754 -2.34560 2.90141 0.1 -0.2 0.1
H 4.97892 -2.11607 1.50995 0.1 0.0 0.1
H 3.83539 -0.04441 0.93557 0.0 0.2 0.0
H 2.65281 -1.32504 1.12327 -0.2 0.1 0.0
H 0.56038 2.13371 1.79010 -0.3 0.7 0.4
H -0.67895 -2.50824 -0.57746 0.2 0.1 0.1
H -2.73810 -1.83362 2.77192 0.0 -0.2 0.2
C -0.84730 -4.19311 -3.14978 0.0 0.0 -0.2
O -1.10234 -3.11036 -2.63353 0.0 0.1 -0.2
N -0.78806 -4.34967 -4.49610 0.2 0.1 0.2
N -0.60831 -5.30903 -2.39366 0.0 0.1 0.0
H -0.60218 -5.22533 -4.94515 0.0 0.0 0.0
H -0.94474 -3.53267 -5.06815 -0.3 -0.2 -0.1
H -0.65293 -5.21049 -1.39723 0.0 0.0 0.0
H -0.39789 -6.20554 -2.78677 0.0 0.0 0.0
C 7.46462 -4.06749 0.86660 0.0 -0.2 0.0
O 6.95412 -2.97752 1.08554 0.3 0.0 -0.1
N 7.71327 -4.51541 -0.40100 -0.1 0.0 0.0
N 7.83174 -4.91354 1.86959 -0.1 0.0 0.0
H 8.13638 -5.40087 -0.60133 0.0 0.0 0.0
H 7.45562 -3.91405 -1.15997 0.0 0.0 0.0
H 7.66645 -4.60959 2.81075 0.0 0.0 0.0
H 8.26144 -5.80460 1.71329 0.1 0.0 0.0
C -4.35785 2.03706 3.30855 0.4 0.0 0.0
O -5.34594 2.74041 3.13810 -0.1 -0.1 0.0
N -4.17652 0.86008 2.63411 -0.1 0.0 0.0
N -3.36414 2.36285 4.17907 -0.1 0.0 0.0
H -3.37678 0.26972 2.76650 0.1 0.0 0.0
H -4.88048 0.59042 1.97347 0.0 0.0 -0.1
H -3.46102 3.22006 4.68911 0.0 0.0 0.0
H -2.54953 1.79571 4.32677 0.0 0.0 -0.1
C 11.13982 -1.72504 1.25782 0.0 0.1 -0.1
O 11.39182 -2.53715 2.13054 0.0 0.0 0.0
N 12.10120 -0.89587 0.73606 0.0 0.0 0.0
N 9.88888 -1.57724 0.73061 0.1 -0.1 0.0
H 11.91987 -0.21897 0.02085 0.0 0.0 0.0
H 13.02825 -0.98136 1.10556 0.0 0.0 0.0
H 9.16343 -2.16844 1.09546 -0.2 0.1 0.0
H 9.66293 -0.91873 0.01099 0.0 0.0 0.0
C -7.55892 0.05379 5.65733 0.1 0.0 0.0
O -8.22957 -0.17515 6.64853 0.0 0.0 0.0
N -7.29076 -0.91421 4.72025 0.0 0.0 0.0
N -7.01707 1.27647 5.38926 0.0 -0.1 0.0
H -6.73930 -0.74821 3.90088 0.0 0.0 0.0
H -7.67108 -1.82644 4.88202 0.0 0.0 0.0
H -7.18831 2.00768 6.05193 0.0 0.0 0.0
H -6.46404 1.47575 4.57350 -0.1 0.2 0.0
C -0.96171 0.94172 -4.41272 0.1 -0.1 0.3
O -0.86939 1.76708 -5.30824 -0.1 0.0 -0.1
N -1.31184 1.28368 -3.13311 -0.1 0.0 -0.1
N -0.73199 -0.38968 -4.60721 -0.1 -0.1 0.0
H -1.38062 0.61934 -2.38474 0.1 0.0 0.0
H -1.48168 2.25299 -2.94572 0.0 0.0 0.0
H -0.45487 -0.68745 -5.52451 0.1 0.0 0.0
H -0.81555 -1.08690 -3.88124 -0.1 0.0 0.0
C -1.13210 4.10481 0.26468 -0.2 0.2 -0.1
O -0.71089 3.32500 1.11097 -0.1 -0.2 0.0
N -0.34136 5.01835 -0.34944 0.1 -0.2 -0.1
N -2.44616 4.11197 -0.11228 0.1 -0.1 -0.1
H -0.68595 5.67409 -1.02561 -0.1 0.1 0.1
H 0.62264 5.05512 -0.07690 0.0 0.0 0.0
H -3.05744 3.45331 0.33250 0.0 0.0 0.0
H -2.81999 4.75833 -0.78146 0.0 0.1 0.1
C -3.72991 7.70566 -0.13257 -0.2 0.0 0.1
O -2.51233 7.65051 -0.09239 0.1 -0.1 -0.2
N -4.40073 8.41010 -1.09548 0.0 -0.1 0.0
N -4.51620 7.06232 0.78290 0.1 0.0 -0.1
H -5.39944 8.46941 -1.14456 0.0 0.0 0.0
H -3.84834 8.89452 -1.77699 0.0 0.0 0.0
H -4.04846 6.53834 1.49905 0.0 0.0 0.0
H -5.51756 7.09254 0.77483 0.0 0.0 0.0
C -3.11834 -2.15482 -6.88157 -0.1 0.3 0.1
O -2.10793 -2.72822 -6.49722 0.1 -0.1 -0.1
N -3.33658 -0.83548 -6.62765 0.0 -0.1 0.0
N -4.09111 -2.79994 -7.59064 0.1 0.0 0.0
H -4.15225 -0.34102 -6.93306 0.0 0.0 0.0
H -2.63197 -0.34291 -6.10458 0.0 0.0 0.0
H -3.94883 -3.77178 -7.78799 0.0 0.0 0.0
H -4.92543 -2.35191 -7.91636 0.0 0.0 0.0
```
Positions in Å, forces in eV/Å.

Results of the Löwdin charge analysis, in e, for atoms 1 through 8:
1. C -0.064
2. C -0.249
3. O 0.065
4. B -0.481
5. O 0.183
6. B -0.355
7. O 0.232
8. B -0.333


This record from the OMol25 dataset describes an isolated ion of composition C8H12N6 and charge +2 at a distorted geometry. The level of theory is wB97M-V/def2-TZVPD.

## Properties
net charge	+2
SMILES	C1=NN(/C=C/[n+]2ccc[nH]2)C=[NH+]CN1
ΔE to the lowest compared entry with this formula, charge and spin	17.6	kcal/mol

Structure (XYZ):
```
26
Properties=species:S:1:pos:R:3:forces:R:3
C -4.70525 0.83239 -0.78635 -1.0 0.9 -0.8
C -4.56889 2.07517 -0.16408 0.1 -0.5 0.0
C -3.50539 0.20340 -0.67377 -0.9 -0.4 -0.8
C -0.56642 -0.06324 -0.59322 0.8 0.1 -1.5
C 1.42174 -0.10421 0.85213 -1.7 -0.4 -1.5
C 2.45603 -1.91701 -1.28950 -0.8 -1.1 0.0
C 3.71913 -0.59268 0.28358 3.2 -0.1 0.6
C -1.23658 0.85566 0.12906 -0.5 -2.4 -0.9
N -3.34591 2.12880 0.39795 0.0 -2.5 -1.9
N 0.79608 -0.47571 -0.29777 1.6 0.1 1.3
N -2.63569 0.96075 -0.03809 -0.2 2.3 1.0
N 3.49667 -1.83418 -0.44941 0.1 1.1 -0.1
N 2.64824 -0.32480 1.24771 -0.6 0.5 1.8
N 1.28970 -1.38568 -1.22955 -0.7 0.0 -1.4
H -5.43448 0.39471 -1.47720 -0.3 0.7 0.9
H -5.21307 2.94690 -0.11114 -0.1 -0.3 0.1
H -3.46453 -0.75518 -1.15826 1.4 -0.4 0.4
H -0.87315 -0.51246 -1.61344 0.3 0.7 2.1
H 0.75232 0.43943 1.48533 0.1 0.1 0.7
H 2.66188 -2.70868 -2.06254 -1.0 1.1 0.5
H 4.80490 -0.67628 0.75360 -2.6 0.2 -0.4
H 3.74106 0.36478 -0.29569 0.1 -1.2 -0.3
H -0.93402 1.19091 1.07220 0.6 0.9 1.0
H 4.23377 -2.42133 -0.82038 0.7 0.6 0.8
H 2.76985 -0.03070 2.26737 0.5 -0.7 -2.0
H -2.88785 2.98257 0.61582 0.8 0.6 0.4
```
Positions in Å, forces in eV/Å.

Results of the Löwdin charge analysis, in e, for atoms 1 through 8:
1. C 0.015
2. C 0.032
3. C -0.024
4. C 0.036
5. C -0.029
6. C -0.174
7. C -0.117
8. C -0.009


This record from the OMol25 dataset describes C33H35I2KN11O3S as an isolated structure. The level of theory is wB97M-V/def2-TZVPD.

## Properties
net charge	-1
ΔE to the lowest compared entry with this formula, charge and spin	0.0	kcal/mol

Structure (XYZ):
```
86
Properties=species:S:1:pos:R:3:forces:R:3
K -0.98929 -0.65659 -0.12376 0.0 0.8 -0.2
O -0.64019 -1.01366 4.60426 0.2 0.0 0.2
C 0.27831 -1.98847 4.73603 -0.1 0.1 0.1
C 0.91410 -2.15819 5.96829 0.0 0.0 0.0
C 1.87572 -3.13960 6.13330 0.0 0.0 0.0
C 2.21853 -3.97177 5.07142 0.0 0.0 0.0
C 1.58160 -3.80520 3.85118 -0.1 0.0 0.0
C 0.61147 -2.82560 3.65929 0.1 -0.1 -0.1
C -0.05524 -2.62023 2.32756 0.1 0.0 0.3
O -0.69351 -1.50218 2.19316 0.0 -0.2 0.0
N 0.07422 -3.57644 1.46198 0.0 0.1 -0.2
N -0.40334 -3.24633 0.17938 0.0 -0.1 0.2
C -1.47023 -3.83840 -0.18888 0.1 0.0 -0.2
C -2.09443 -3.73224 -1.50978 -0.3 -0.1 -0.2
C -3.06488 -4.69884 -1.80696 0.0 0.0 0.1
C -3.74662 -4.74257 -3.00618 0.0 -0.1 0.0
C -3.46014 -3.76584 -3.96298 0.0 0.1 0.0
C -2.52387 -2.79001 -3.71045 -0.1 0.0 0.0
C -1.80829 -2.71605 -2.48361 0.6 0.0 0.1
O -0.92389 -1.79432 -2.30220 0.1 -0.4 -0.3
H -0.80786 -0.99826 3.59959 -0.1 -0.1 -0.1
H 0.62757 -1.50187 6.78146 0.0 0.0 0.0
H 2.35953 -3.25742 7.09647 0.0 0.0 0.0
H 2.97017 -4.74139 5.19496 0.0 0.0 0.0
H 1.81394 -4.43823 3.00414 0.0 0.0 0.0
H -1.97367 -4.51342 0.51221 0.1 -0.1 0.0
H -3.28089 -5.44604 -1.04816 0.0 0.0 0.0
H -4.48614 -5.51094 -3.19148 0.0 0.0 0.0
H -3.98784 -3.76554 -4.91136 0.0 0.0 0.0
H -2.31782 -2.00731 -4.43277 0.0 0.0 0.0
C 3.63412 -0.62021 3.34657 0.0 0.1 0.0
N 2.54701 0.33247 3.40709 -0.1 0.1 0.1
C 2.07583 0.89038 4.58042 0.1 0.0 0.0
C 0.99960 1.61909 4.27147 -0.1 0.1 -0.1
N 0.79755 1.50907 2.89563 0.0 0.0 0.1
C 1.77942 0.71781 2.34806 0.2 -0.1 0.1
S 2.10259 0.29893 0.75823 -0.1 0.1 0.2
C -0.36324 2.02815 2.25686 -0.1 0.0 -0.2
C -1.51425 2.22828 3.01450 0.0 -0.1 0.1
C -2.61309 2.77608 2.38165 -0.1 0.0 0.0
C -2.54417 3.07850 1.03193 0.0 -0.1 -0.2
C -1.36734 2.79031 0.35799 -0.1 -0.2 0.2
N -0.28813 2.28615 0.96439 0.1 0.1 0.1
H 4.36360 -0.36211 4.11306 0.0 0.0 0.0
H 4.08710 -0.56393 2.36077 0.0 0.0 0.0
H 3.25829 -1.62908 3.51859 0.0 0.0 0.0
H 2.55215 0.70133 5.52528 0.0 0.0 0.0
H 0.35876 2.21254 4.89297 0.0 0.0 0.0
H -1.57534 1.91514 4.04647 0.0 0.0 0.0
H -3.53302 2.92597 2.93213 0.0 0.0 0.0
H -3.39046 3.46830 0.48296 0.0 0.0 0.0
H -1.31450 2.92364 -0.71669 0.1 0.1 0.0
C 1.80214 -3.77640 -2.84196 0.0 0.3 -0.1
N 2.48730 -2.48259 -2.55561 0.0 0.0 0.1
C 2.42579 -2.18704 -1.09112 -0.3 -0.3 0.0
C 1.93532 -1.33920 -3.38131 -0.1 -0.2 -0.3
C 2.79832 -0.10624 -3.26255 0.2 0.1 0.1
C 4.18534 -0.26768 -3.34024 0.0 0.0 0.0
C 5.06460 0.78565 -3.17420 0.0 0.0 0.0
C 4.55896 2.05344 -2.93429 -0.1 0.0 0.0
C 3.18946 2.24950 -2.90473 0.1 -0.1 0.0
C 2.30085 1.18905 -3.08110 -0.1 0.0 0.1
H 2.26745 -4.55069 -2.23666 0.0 0.0 0.0
H 1.89743 -4.00147 -3.90164 -0.1 0.0 0.0
H 0.76872 -3.63804 -2.55679 -0.4 -0.1 0.0
H 3.46409 -2.59199 -2.81425 0.0 0.0 0.1
H 1.36842 -2.13113 -0.81498 0.1 0.1 -0.1
H 2.97474 -1.27907 -0.88539 0.0 0.0 0.0
H 2.84880 -3.02990 -0.54408 0.1 0.1 -0.1
H 0.89008 -1.22177 -3.08466 -0.1 0.1 0.1
H 1.93675 -1.70773 -4.41059 0.0 0.0 0.0
H 4.60323 -1.24982 -3.54865 0.0 0.0 0.0
H 6.13180 0.61664 -3.23179 0.0 0.0 0.0
H 5.22529 2.89225 -2.77842 0.0 0.0 0.0
H 2.79193 3.24066 -2.73438 0.0 0.0 0.0
I 0.26606 1.73245 -3.12175 -0.1 -0.3 0.0
I -3.10987 3.16149 -3.02167 0.1 0.0 0.0
N -5.33895 1.65745 -0.64216 -0.1 0.0 0.0
N -4.75961 0.56273 -0.02377 0.0 0.0 0.2
N -4.77146 0.41826 1.29179 0.0 -0.1 -0.1
C -4.10038 -0.71224 1.43275 0.0 0.0 0.0
N -3.70487 -1.22677 0.25251 -0.1 0.1 0.0
N -4.13343 -0.39721 -0.66368 0.0 0.0 0.1
H -6.13706 1.32803 -1.17370 0.0 0.0 0.0
H -4.66220 2.04655 -1.31464 0.1 0.0 0.0
H -3.86712 -1.17076 2.37898 0.0 0.1 0.0
```
Positions in Å, forces in eV/Å.

Results of the Löwdin charge analysis, in e, for atoms 1 through 8:
1. K 0.592
2. O 0.016
3. C -0.291
4. C -0.039
5. C -0.113
6. C -0.122
7. C -0.057
8. C -0.086